Here is a structure of composition C30H50BrCrN3OP2 at a distorted geometry from OMol25. Energies are from wB97M-V/def2-TZVPD.

## Properties
- Highest occupied orbital energy (spin up / spin down): -13.68 / -13.49 eV
- LUMO level (spin up / spin down): -7.21 / -8.32 eV
- HOMO-LUMO gap (spin up / spin down): 6.5 / 5.2 eV
- Total charge: +2
- Spin multiplicity: 5
- Energy relative to the best compared isomer or geometry (same formula, charge and spin): 32.7 kcal per mole

Each line ends with the Mulliken spin population.
Atoms and positions in Å:
1 Br 3.469089 -1.450115 -3.399214  -0.06
2 Cr 2.793312 -1.082637 -1.165579  3.72
3 P -0.697894 0.966593 -0.088461  0.19
4 P -1.739160 -1.724106 -2.348193  0.41
5 O 2.444783 1.118753 -1.117108  -0.06
6 N -2.445277 0.485371 6.849957  0.00
7 N 3.449274 3.117544 -1.552302  0.00
8 N 4.588962 1.421014 -0.374862  0.01
9 C -0.301170 3.259832 1.637280  0.02
10 C 3.473594 1.866264 -1.026322  -0.01
11 C -3.133187 -4.199976 -2.015159  0.03
12 C -2.750662 2.947232 -0.581961  0.01
13 C -1.112879 -3.340938 -4.656376  0.02
14 C -3.388142 -0.955491 -2.405880  0.07
15 C -1.489079 2.279007 -1.116528  0.05
16 C 0.045721 -1.555621 4.198133  -0.01
17 C -2.260851 -1.193980 5.154649  0.00
18 C 3.071287 -3.115245 0.678418  0.07
19 C -0.474226 0.412393 5.513512  0.00
20 C -1.904723 -3.407208 -1.596621  0.04
21 C -1.110372 -1.938919 -4.065425  0.03
22 C 5.935064 1.740423 -0.833854  0.00
23 C -2.109706 0.245446 0.862985  0.04
24 C 0.973700 -2.119657 3.617375  -0.01
25 C -1.250665 0.976314 6.531830  0.00
26 C 0.799824 -2.367695 0.008862  0.22
27 C 2.248176 3.465773 -2.287619  0.00
28 C 0.243315 1.908054 1.181324  0.05
29 C 4.272205 4.246144 -1.105152  0.00
30 C 0.540757 -2.090619 1.335732  -0.05
31 C 4.459611 0.173686 0.360477  0.12
32 C 2.640181 -3.163673 2.015766  -0.01
33 C -0.908106 -0.809055 4.946835  0.00
34 C 2.135774 -2.679218 -0.227340  -0.76
35 C -4.206941 -1.317103 -3.634584  0.03
36 C -2.965763 -0.539159 6.176130  0.00
37 C 1.439986 -2.487793 2.339714  0.02
38 C -2.694851 1.044361 2.021117  0.01
39 H -3.542649 2.230589 -0.345978  0.00
40 H -5.179349 -0.815721 -3.571866  0.00
41 H 4.688102 4.065878 -0.109093  0.00
42 H 1.984803 2.632566 -2.953026  0.00
43 H -3.176412 1.978703 1.708423  0.00
44 H -4.060409 -3.687358 -1.732136  0.00
45 H -3.921865 -1.224577 -1.481417  0.00
46 H 4.597980 -0.740430 -0.275620  -0.06
47 H -0.063589 -2.441728 -0.664451  -0.11
48 H 3.504912 0.107169 0.914657  -0.02
49 H -1.918218 -3.252492 -0.501743  0.00
50 H -0.626106 -3.312128 -5.638605  0.00
51 H 0.469245 0.884494 5.231741  0.00
52 H 5.270280 0.179686 1.086391  0.01
53 H 2.421071 4.373825 -2.874794  0.00
54 H -0.554431 -4.060110 -4.045275  0.00
55 H -4.397552 -2.394189 -3.701566  0.00
56 H -0.975351 -3.958067 -1.824559  0.00
57 H -3.721165 -0.988390 -4.559010  0.00
58 H -0.722133 3.040077 -1.335451  0.00
59 H 3.632347 5.138448 -1.064018  0.00
60 H -3.148814 3.622415 -1.348321  0.00
61 H -1.763609 -0.712702 1.277577  -0.01
62 H -1.272687 3.180960 2.140957  0.00
63 H 0.368145 1.239307 2.048948  0.00
64 H -0.872616 1.833738 7.099745  0.00
65 H 3.244334 -3.673118 2.777638  0.00
66 H -0.070639 -1.566038 -4.018731  0.02
67 H -3.209910 0.134381 -2.365738  0.01
68 H -1.942944 1.254706 2.792678  0.00
69 H -2.749158 -1.991798 4.591905  0.00
70 H -3.972274 -0.866196 6.467841  0.00
71 H -3.118521 -5.162539 -1.488151  0.00
72 H 5.902783 2.452681 -1.664007  0.00
73 H 6.437311 0.823736 -1.166416  0.00
74 H -2.887250 -0.011717 0.120530  -0.03
75 H -1.678982 -1.254154 -4.706541  0.00
76 H 0.392011 3.694717 2.372141  0.00
77 H 6.477868 2.174840 0.017999  0.00
78 H -0.391171 3.976355 0.810276  0.00
79 H -2.124380 -3.727367 -4.822226  0.00
80 H -3.473830 0.426877 2.489514  0.00
81 H -3.163181 -4.423515 -3.090870  0.00
82 H -2.566184 3.566508 0.302481  0.00
83 H 1.249512 2.059044 0.757590  0.00
84 H -0.301181 -1.475551 1.656178  -0.02
85 H 4.062523 -3.350792 0.326942  -0.01
86 H -1.721010 1.789950 -2.080009  0.00
87 H 1.401328 3.640597 -1.596285  0.00
88 H 5.102057 4.452431 -1.797803  0.00

Forces on the atoms, in the same order (eV/Å):
-0.173 -0.038 0.593
-0.721 0.896 -1.669
-0.757 0.099 -0.019
-0.286 -0.564 -0.305
0.659 -0.782 0.235
-0.209 0.119 0.575
-0.091 -0.780 0.500
-0.928 -0.359 -0.380
-0.135 0.358 0.331
-0.021 0.564 -0.193
-0.426 -0.346 -0.174
-0.315 0.463 -0.080
-0.080 -0.481 -0.208
0.055 0.473 0.353
0.119 -0.176 -0.484
1.473 -0.786 -0.699
0.545 0.006 0.523
-0.632 0.106 1.059
-0.101 -0.349 0.597
0.431 0.325 0.380
0.566 0.598 0.197
0.373 0.297 0.360
-0.038 -0.258 -0.127
-2.241 1.059 1.553
-0.084 -0.282 -0.797
-0.191 -0.213 0.565
-0.648 -0.117 -0.332
0.661 -0.181 0.070
0.287 0.119 0.073
0.193 0.309 0.150
0.124 0.379 0.233
0.247 0.083 0.127
-0.774 0.901 0.238
-0.351 -0.083 -1.478
-0.364 -0.130 -0.351
0.478 0.162 -0.639
0.847 -0.578 -0.811
-0.486 -0.027 0.334
0.148 0.088 -0.082
0.181 -0.077 -0.058
-0.131 -0.014 -0.180
-0.001 0.401 0.132
0.279 -0.321 0.188
0.194 -0.129 -0.089
0.221 0.048 -0.193
0.481 0.379 0.269
1.194 0.738 -0.091
0.392 0.197 -0.145
-0.051 -0.110 -0.355
-0.051 0.056 0.230
-0.103 -0.486 0.222
-0.045 -0.419 0.097
0.032 -0.295 0.132
-0.146 0.162 -0.125
0.072 0.250 -0.018
-0.328 0.213 0.061
-0.186 -0.065 0.174
-0.181 -0.329 0.019
0.210 -0.318 0.060
0.056 -0.132 0.071
-0.264 0.262 -0.298
0.321 0.062 -0.257
-0.005 0.077 -0.209
-0.319 -0.262 -0.229
-0.229 0.575 -0.219
-0.344 -0.055 -0.187
-0.183 -0.351 -0.007
-0.221 -0.057 -0.190
0.450 -0.020 0.322
0.429 0.208 -0.207
-0.026 0.212 -0.097
0.054 -0.308 0.272
-0.066 0.205 0.013
0.265 0.132 0.278
0.238 -0.006 0.202
-0.116 -0.097 -0.240
0.154 -0.092 -0.451
0.037 -0.205 0.202
0.209 0.113 0.088
0.166 0.186 0.018
0.035 0.151 0.403
-0.037 -0.255 -0.206
-0.298 -0.126 0.157
0.098 -0.872 -0.178
0.230 -0.327 0.271
0.148 0.273 0.254
0.346 0.004 -0.291
-0.315 -0.051 0.162

Here is a structure of composition C30H50BrMgN3OP2 at a distorted geometry from OMol25. Energies are from wB97M-V/def2-TZVPD.

## Properties
- Highest occupied orbital energy (spin up / spin down): -12.19 / -12.19 eV
- LUMO level (spin up / spin down): -6.78 / -6.78 eV
- HOMO-LUMO gap (spin up / spin down): 5.4 / 5.4 eV
- Total charge: +2
- Energy relative to the best compared isomer or geometry (same formula, charge and spin): 0.0 kcal per mole

Each line ends with the Löwdin charge.
Atoms and positions in Å:
1 Br 0.954209 -0.839739 2.840281  0.95
2 P 2.905265 -1.187669 0.526842  0.99
3 P -3.328976 -1.901479 -2.980122  1.00
4 Mg -2.548373 0.782228 -2.453552  0.90
5 O 0.016901 2.512054 4.069921  0.02
6 N -1.325016 6.273672 -4.897837  0.07
7 N -1.273471 0.972071 5.202903  -0.16
8 N 1.070828 1.107216 5.533557  -0.16
9 C -0.479872 -0.126845 -0.778020  -0.11
10 C -1.611858 0.602936 6.568585  -0.06
11 C -1.576397 -4.149718 -3.135990  -0.13
12 C 0.160121 -0.877258 0.165195  -0.17
13 C 0.865707 1.833779 -0.187340  -0.02
14 C 5.697110 -0.593886 0.869955  -0.10
15 C 4.253243 -0.124296 1.074802  -0.33
16 C 1.264191 -0.334563 0.999863  -0.84
17 C -0.164267 1.238384 -0.981934  -0.28
18 C -1.572533 2.639462 -2.784698  -0.03
19 C -1.662409 -2.655187 -2.790606  -0.42
20 C -4.807130 -2.845830 -0.698205  -0.11
21 C 4.004424 -3.835502 0.701370  -0.12
22 C -3.577682 -0.965854 -5.595783  -0.10
23 C -3.919712 -1.703937 -1.250284  -0.43
24 C -1.606037 3.912891 -3.468356  -0.24
25 C -2.362855 1.386551 4.357945  -0.08
26 C 2.318871 1.685648 5.103164  -0.07
27 C -1.132064 6.275567 -3.584206  -0.11
28 C 2.928722 -1.385714 -1.265859  -0.31
29 C -1.290130 5.121720 -2.816488  0.00
30 C 2.903281 -0.103521 -2.101647  -0.09
31 C 3.139824 -2.778806 1.384846  -0.35
32 C -1.884022 3.958460 -4.838045  -0.02
33 C -0.060257 1.594822 4.894019  -0.55
34 C 1.467420 1.145495 0.814593  -0.13
35 C -1.688956 5.165670 -5.529540  -0.11
36 C -0.922358 1.908823 -1.968593  -0.05
37 C 1.143893 -0.208099 6.156818  -0.10
38 C -3.137826 -0.489333 -4.177245  -0.49
39 H 3.066232 -0.336800 -3.162492  0.09
40 H 4.064877 -4.709771 1.358538  0.09
41 H -2.216685 3.073166 -5.367020  0.10
42 H 2.076772 1.647023 1.570624  0.11
43 H 4.075168 0.836955 0.577059  0.09
44 H 2.626609 1.296331 4.117071  0.05
45 H 6.365567 0.235104 1.131977  0.09
46 H 2.070661 -2.038655 -1.482397  0.09
47 H -2.642841 0.915902 6.772437  0.09
48 H -3.703803 -0.098768 -6.257823  0.09
49 H -1.234624 -0.578718 -1.481120  0.05
50 H -0.846051 7.217894 -3.116335  0.12
51 H 1.189159 2.840354 -0.500639  0.15
52 H -0.256679 -1.831132 0.483303  0.10
53 H 3.842720 -1.966307 -1.466240  0.10
54 H -3.271673 0.874397 4.673748  0.09
55 H -2.133392 -4.766076 -2.419555  0.08
56 H -0.525420 -4.468938 -3.112337  0.08
57 H -1.842345 5.228536 -6.614942  0.12
58 H 1.938873 0.412611 -2.019593  0.05
59 H 5.921131 -0.876750 -0.165794  0.08
60 H 5.960402 -1.435805 1.520478  0.08
61 H -3.851136 0.330449 -3.886356  0.08
62 H -2.149816 1.114882 3.315900  0.08
63 H -1.555834 -0.485694 6.707081  0.09
64 H -1.339879 -2.530741 -1.750530  0.05
65 H -2.078951 -0.131765 -4.195573  0.07
66 H 4.052952 0.033100 2.144604  0.09
67 H 3.691414 0.587037 -1.773495  0.08
68 H 3.603458 -4.170733 -0.260794  0.08
69 H 3.089083 1.433488 5.840278  0.09
70 H -3.031184 -1.591438 -0.611607  0.06
71 H -4.898116 -2.751044 0.391049  0.09
72 H -1.965995 -4.372322 -4.135283  0.08
73 H 5.026701 -3.470833 0.554177  0.07
74 H 0.528611 -0.953452 5.629025  0.05
75 H -0.980946 -2.080487 -3.432380  0.08
76 H -2.515227 2.474748 4.409205  0.10
77 H -4.400862 -3.841074 -0.910608  0.08
78 H -2.868121 -1.679548 -6.032586  0.09
79 H 0.813692 -0.152768 7.204607  0.09
80 H 3.581318 -2.536867 2.364394  0.10
81 H -5.815932 -2.806086 -1.119596  0.08
82 H 2.124943 -3.148711 1.582671  0.07
83 H -1.143012 5.157258 -1.741410  0.12
84 H -4.547134 -1.475400 -5.533142  0.09
85 H 2.195870 -0.530379 6.149370  0.09
86 H -0.953061 1.092240 7.298066  0.10
87 H -4.500047 -0.765446 -1.242582  0.08
88 H 2.200734 2.770859 5.016301  0.10

Forces on the atoms, in the same order (eV/Å):
-0.139 0.062 0.783
0.329 0.057 0.471
-0.544 -2.678 -0.498
-1.492 -1.259 0.418
-0.088 -0.894 0.364
0.230 0.531 -0.488
1.020 0.298 -0.177
-0.635 0.030 -0.314
0.701 -0.701 0.309
-0.102 -0.210 0.329
-0.015 -0.129 -0.164
-1.315 -0.109 -0.545
0.084 0.590 0.501
0.180 -0.112 -0.046
-0.225 0.495 0.022
0.547 0.207 -0.876
-1.082 -0.295 -1.876
1.837 -0.319 3.086
0.348 -0.033 -0.065
-0.122 -0.038 -0.321
0.212 -0.077 -0.145
-0.178 0.286 0.087
0.211 1.165 0.500
-0.504 0.527 -1.703
-0.346 0.336 -0.377
0.289 0.376 0.050
-0.362 -0.788 -0.010
0.102 -0.478 -0.012
0.186 -0.449 0.263
-0.078 0.209 -0.017
-0.474 -0.057 0.071
0.248 0.569 -0.262
0.055 0.043 0.055
-0.332 0.312 -0.106
-0.331 -0.496 0.582
1.368 2.519 -0.580
0.016 0.044 0.294
-0.232 0.472 0.164
0.046 -0.008 0.341
-0.023 0.158 -0.155
0.158 0.001 -0.057
0.068 -0.075 -0.548
0.177 -0.082 0.135
0.003 0.072 0.145
-0.151 -0.213 -0.063
0.211 0.084 -0.111
0.286 -0.012 0.038
0.253 -0.255 0.099
0.542 -0.122 0.959
-0.105 -0.215 -0.129
-0.333 -0.357 0.830
0.280 -0.092 -0.383
-0.223 0.083 -0.020
0.063 0.008 -0.040
0.099 0.194 -0.143
-0.281 0.061 0.045
0.051 -0.005 0.516
0.326 -0.170 -0.016
-0.126 0.073 0.178
-0.137 0.143 -0.142
0.080 -0.108 -0.562
-0.070 0.135 0.177
-0.051 0.249 0.128
0.075 0.049 -0.174
-0.345 0.080 -0.578
0.036 0.069 -0.136
-0.189 -0.125 -0.202
0.049 0.110 0.162
-0.111 0.225 -0.192
-0.343 0.141 0.114
0.109 0.103 -0.282
0.052 0.117 0.180
-0.175 -0.111 -0.072
0.147 0.195 0.182
0.117 -0.152 0.121
-0.088 -0.240 -0.089
0.074 0.256 -0.035
-0.026 0.300 0.250
0.175 -0.270 -0.311
-0.285 0.105 -0.261
0.217 0.013 -0.025
0.228 -0.106 0.025
0.061 -0.071 -0.137
0.264 0.167 0.173
-0.436 0.015 -0.037
-0.228 -0.099 -0.220
-0.083 -0.031 0.492
0.192 -0.292 0.057